Density functional theory data (wB97M-V/def2-TZVPD) for a single C17H29N3O3 molecule.

```
52
Properties=species:S:1:pos:R:3:forces:R:3
C 4.193812 2.917811 1.626311 0.0 -0.2 0.1
C 3.705726 1.538764 2.054640 -0.2 0.1 -0.1
C 2.963968 0.787801 0.946505 0.4 0.0 0.2
C 3.895590 0.309654 -0.165987 -0.3 0.1 -0.1
C 3.171666 -0.321999 -1.356656 0.2 -0.2 0.2
C 2.384892 -1.584491 -1.005018 0.4 -0.3 -0.3
N 1.100990 -1.232634 -0.451850 -0.3 0.4 0.0
C 0.176480 -2.022944 0.056374 0.0 0.0 0.1
C 0.433373 -3.497582 0.064781 0.1 -0.2 0.0
C -0.174303 -4.141147 -1.186005 0.0 0.1 0.1
C -1.026140 -1.464484 0.543938 0.0 0.0 0.0
C -2.053742 -2.299060 1.130515 0.0 0.2 0.0
O -2.061551 -3.512317 1.233619 -0.1 -0.3 0.0
N -3.148844 -1.605729 1.632287 -0.3 -0.4 0.2
C -3.396249 -0.260751 1.594892 0.2 -0.2 0.0
O -4.397598 0.224482 2.066078 -0.3 0.1 0.1
N -2.413008 0.483735 0.982454 0.0 0.3 0.0
C -2.657559 1.917802 0.880649 -0.2 0.5 0.0
C -3.648940 2.247390 -0.234484 0.3 -0.2 0.0
C -3.153095 1.813125 -1.611751 -0.2 0.2 0.1
C -4.119456 2.236123 -2.710656 0.2 -0.1 0.1
C -1.235030 -0.033836 0.472828 0.1 -0.2 0.0
O -0.421736 0.758281 -0.016826 0.0 0.1 -0.1
H 4.645608 3.435538 2.469297 0.1 0.1 0.0
H 4.938638 2.847079 0.837740 0.1 0.1 -0.1
H 3.362139 3.516844 1.262208 -0.1 0.1 -0.1
H 4.555016 0.940055 2.392774 0.0 -0.1 0.1
H 3.028128 1.657781 2.902972 0.1 -0.1 0.1
H 2.194964 1.440491 0.528808 -0.1 0.0 0.0
H 2.463540 -0.073219 1.393925 -0.1 0.0 0.0
H 4.471798 1.156851 -0.540385 0.1 0.0 0.0
H 4.605140 -0.412219 0.246869 0.1 0.0 0.0
H 2.491542 0.407225 -1.801203 0.0 0.0 -0.1
H 3.916645 -0.582031 -2.111456 -0.1 0.0 -0.1
H 2.241092 -2.190188 -1.907953 0.0 0.0 0.1
H 2.961506 -2.181563 -0.289434 0.0 0.0 -0.1
H 0.836427 -0.235185 -0.462444 0.0 -0.3 0.1
H -0.029760 -3.949963 0.939422 0.2 0.1 -0.1
H 1.506466 -3.686496 0.089275 0.0 0.1 0.0
H 0.182778 -3.656735 -2.092552 0.0 0.0 -0.1
H -1.256444 -4.062596 -1.147293 -0.1 0.0 0.0
H 0.092451 -5.193560 -1.223279 0.0 -0.1 0.0
H -3.866209 -2.177907 2.063149 0.1 0.1 -0.1
H -3.058758 2.252030 1.839895 0.1 0.0 -0.1
H -1.694014 2.392407 0.690256 -0.2 -0.1 0.1
H -3.810298 3.327053 -0.229253 -0.1 0.1 0.0
H -4.602251 1.764067 -0.013653 -0.1 0.1 0.0
H -2.170056 2.251683 -1.796002 0.1 -0.1 0.0
H -3.037567 0.726642 -1.633376 0.1 0.0 0.0
H -4.228262 3.318358 -2.726608 -0.1 0.1 0.0
H -5.100610 1.796932 -2.543970 -0.1 0.0 0.0
H -3.758882 1.912655 -3.684352 0.0 0.0 -0.1
```
Forces are in eV/Å.

Calculated values
Frontier orbital gap = 9.323 eV
SMILES string = CCCCCCN/C(CC)=C1/C(=O)NC(=O)N(CCCC)C1=O
Total charge = 0
HOMO = -8.74 eV
LUMO level = 0.58 eV
Energy above the lowest of the compared OMol25 structures with the same formula, charge and spin = 8.4 kJ/mol
Total energy = -28715.21539 eV

From a Löwdin analysis of the wavefunction, the atomic charges in e read:
1. C -0.113
2. C -0.263
3. C -0.227
4. C -0.206
5. C -0.178
6. C -0.175
7. N 0.081
8. C -0.165
9. C -0.160
10. C -0.062
11. C 0.001
12. C -0.410
13. O 0.051
14. N 0.206
15. C -0.479
16. O 0.097
17. N 0.064
18. C -0.127
19. C -0.182
20. C -0.266
21. C -0.114
22. C -0.338
23. O 0.027
24. H 0.068
25. H 0.061
26. H 0.074
27. H 0.106
28. H 0.104
29. H 0.109
30. H 0.109
31. H 0.104
32. H 0.117
33. H 0.121
34. H 0.112
35. H 0.124
36. H 0.125
37. H 0.092
38. H 0.109
39. H 0.104
40. H 0.072
41. H 0.074
42. H 0.079
43. H 0.169
44. H 0.127
45. H 0.122
46. H 0.118
47. H 0.112
48. H 0.109
49. H 0.108
50. H 0.070
51. H 0.072
52. H 0.067



Density functional theory data (wB97M-V/def2-TZVPD) for 3 unconnected molecules or ions with the total composition C20H35BrN3O3P.

```
63
Properties=species:S:1:pos:R:3:forces:R:3
O -0.261702 3.031409 -1.880104 0.1 -0.8 -0.4
C 0.057460 1.915822 -2.213162 0.0 1.0 -0.7
N -0.583282 0.730124 -1.815575 0.1 -0.2 0.4
C 0.305739 -0.364927 -1.947121 0.0 0.0 -0.4
O 0.246472 -1.390425 -1.317021 0.0 0.6 -0.6
C 1.316758 0.123424 -2.968330 0.1 -0.2 0.3
C 1.200472 1.489476 -3.113599 -1.6 -0.4 1.7
C 1.995995 2.224667 -3.922492 -0.1 1.4 0.0
C 2.947237 1.566882 -4.654134 0.5 0.8 -0.5
C 3.057064 0.214695 -4.543316 1.1 -1.2 -0.8
C 2.266104 -0.533407 -3.713868 -0.7 -1.4 1.7
P 2.553544 -2.351543 -3.649729 0.8 -0.6 -1.5
O 1.155315 -3.090766 -3.237411 0.8 0.3 0.3
Br 3.916012 -2.518794 -1.849036 -0.5 0.2 0.0
H -1.554363 0.597726 -2.059292 -0.2 0.1 0.7
H 1.853478 3.295424 -3.961308 0.1 0.1 -0.1
H 3.615016 2.112037 -5.302336 0.0 0.0 -0.1
H 3.805532 -0.318451 -5.118439 0.1 0.1 -0.1
H 1.211802 -3.388197 -2.318843 -0.5 0.2 0.2
C -3.567466 2.357770 0.289888 0.0 -0.1 0.1
C -4.914263 2.555320 -0.387342 0.1 0.0 0.2
N -5.201882 1.538680 -1.383762 0.0 0.0 -0.3
C -6.325672 1.871053 -2.242946 -0.1 0.2 -0.1
C -7.711981 1.992807 -1.600927 -0.1 0.0 -0.1
C -5.148258 0.163750 -0.915996 0.2 -0.2 0.2
C -6.056039 -0.235702 0.253078 0.0 -0.1 0.0
H -2.769780 2.282479 -0.450055 0.0 0.0 0.0
H -3.346772 3.207855 0.936211 0.0 0.0 0.0
H -3.550777 1.462574 0.913785 0.0 0.0 0.0
H -4.895203 3.528140 -0.885603 -0.1 -0.1 -0.1
H -5.696622 2.615713 0.384803 0.0 0.0 0.0
H -6.375461 1.140712 -3.055533 0.1 -0.1 0.1
H -6.095649 2.822910 -2.732540 0.1 0.0 0.1
H -8.127061 1.020407 -1.339549 0.0 0.0 0.1
H -8.403391 2.451244 -2.311495 0.0 0.0 0.0
H -7.701300 2.619817 -0.709018 0.0 0.0 0.0
H -4.115737 -0.057259 -0.628625 0.0 0.1 0.0
H -5.342847 -0.501835 -1.761126 -0.1 0.1 -0.1
H -6.024488 0.488463 1.068095 0.0 0.0 0.0
H -5.726717 -1.194567 0.659147 0.0 0.0 0.0
H -7.091947 -0.362001 -0.057494 0.0 0.1 0.0
C 6.341164 -0.661634 4.550510 0.0 0.0 0.1
C 5.027996 -0.481188 3.802435 0.1 0.0 0.2
N 4.796791 -1.500476 2.797321 0.0 0.0 -0.3
C 3.713781 -1.177481 1.883566 -0.1 0.2 -0.1
C 2.297395 -1.065365 2.458755 -0.1 0.0 -0.1
C 4.837353 -2.873509 3.268362 0.2 -0.2 0.2
C 3.875660 -3.278408 4.392526 0.0 -0.1 0.0
H 7.179324 -0.732865 3.855918 0.0 0.0 0.0
H 6.514953 0.195881 5.202147 0.0 0.0 0.0
H 6.335042 -1.552468 5.180264 0.0 0.0 0.0
H 5.063845 0.489750 3.301108 -0.1 -0.1 -0.1
H 4.207900 -0.424569 4.535149 0.0 0.1 0.0
H 3.705212 -1.907870 1.070932 0.1 -0.1 0.1
H 3.958227 -0.224354 1.402579 0.1 0.0 0.1
H 1.877525 -2.040662 2.701166 0.0 0.0 0.1
H 1.636911 -0.613708 1.714811 0.0 0.0 0.0
H 2.260156 -0.436852 3.349321 0.0 0.0 0.0
H 5.855973 -3.086495 3.604747 0.0 0.1 0.0
H 4.689125 -3.540871 2.415506 -0.1 0.1 -0.1
H 3.861931 -2.553357 5.207550 0.0 0.0 0.0
H 4.191396 -4.234776 4.815442 0.0 0.0 0.0
H 2.856999 -3.412227 4.032004 0.0 0.1 0.0
```
Forces are in eV/Å.

Calculated values
Frontier orbital gap = 7.344 eV
SMILES string = O=C1NC(=O)c2c1cccc2P(O)Br.CCN(CC)CC.CCN(CC)CC
Total charge = 0
HOMO = -7.98 eV
LUMO level = -0.63 eV
Total energy = -111252.39348 eV

From a Löwdin analysis of the wavefunction, the atomic charges in e read:
1. O 0.128
2. C -0.362
3. N 0.167
4. C -0.343
5. O 0.112
6. C -0.090
7. C -0.089
8. C 0.003
9. C -0.050
10. C -0.108
11. C -0.383
12. P 0.594
13. O -0.364
14. Br 0.287
15. H 0.160
16. H 0.132
17. H 0.117
18. H 0.109
19. H 0.030
20. C -0.083
21. C -0.273
22. N -0.202
23. C -0.253
24. C -0.087
25. C -0.253
26. C -0.081
27. H 0.056
28. H 0.076
29. H 0.068
30. H 0.119
31. H 0.101
32. H 0.110
33. H 0.109
34. H 0.054
35. H 0.070
36. H 0.066
37. H 0.095
38. H 0.113
39. H 0.067
40. H 0.073
41. H 0.054
42. C -0.093
43. C -0.277
44. N -0.199
45. C -0.259
46. C -0.078
47. C -0.248
48. C -0.083
49. H 0.079
50. H 0.071
51. H 0.063
52. H 0.117
53. H 0.101
54. H 0.054
55. H 0.110
56. H 0.056
57. H 0.065
58. H 0.067
59. H 0.100
60. H 0.114
61. H 0.066
62. H 0.071
63. H 0.053



Density functional theory data (wB97M-V/def2-TZVPD) for 2 unconnected molecules or ions with the total composition C2H4IN.

```
8
Properties=species:S:1:pos:R:3:forces:R:3
C -0.621445 0.184080 0.341366 -0.8 -0.5 0.9
C 0.155423 -0.943848 -0.238352 2.0 1.5 0.6
N -0.818038 1.200310 -0.386626 0.5 1.3 0.1
I 2.859300 0.127035 -0.165528 -2.0 -0.8 0.0
H -1.135995 0.148416 1.335524 1.2 -0.4 -0.4
H 0.172350 -0.898218 -1.300768 0.0 -0.2 -0.7
H 0.556090 -1.834416 0.246418 -0.7 0.3 0.1
H -1.167684 2.016640 0.167966 -0.3 -1.1 -0.7
```
Forces are in eV/Å.

Calculated values
Frontier orbital gap (spin up / spin down) = 6.835 / 6.837 eV
Total charge = 0
HOMO (spin up / spin down) = -9.13 / -9.14 eV
LUMO level (spin up / spin down) = -2.30 / -2.30 eV
Energy above the lowest of the compared OMol25 structures with the same formula, charge and spin = 183.8 kJ/mol
Total energy = -11727.10453 eV

From a Löwdin analysis of the wavefunction, the atomic charges in e read:
1. C -0.369
2. C -0.066
3. N 0.081
4. I 0.105
5. H 0.117
6. H 0.024
7. H 0.028
8. H 0.079



| no. | largest force on an atom (eV/A) |
| --- | --- |
| 1 | 0.57 |
| 2 | 2.37 |
| 3 | 2.62 |